No. 1
ORCA calculation (ωB97M-V with the def2-TZVPD basis set) on a cluster of 11 separate species, C31H90N6O12 in total.

Geometry as XYZ:
```
139
Properties=species:S:1:pos:R:3:forces:R:3:mulliken_charge:R:1
O -0.633629 -0.760543 4.243856 0.35 -0.49 0.35 -0.743
O 0.927523 -6.216883 -2.307447 0.56 -0.19 -0.02 -0.359
O 2.533479 6.752554 -2.570069 0.06 -0.20 -0.17 -0.550
O -4.603874 -2.308078 2.425039 -0.71 0.00 -0.13 -0.433
O 3.197380 -3.698548 0.466874 0.19 0.41 0.24 -0.099
O 4.240968 3.344957 -1.823280 -0.03 -0.51 0.45 -0.492
O -3.757719 5.188631 -6.276965 -0.31 -0.08 -0.10 -0.369
O 3.808070 -0.593955 3.581519 -0.16 0.01 -0.08 -0.389
O 0.037309 4.422725 0.515581 0.17 -0.32 0.58 -0.464
O 0.426162 -1.019111 -0.019002 -0.12 -0.27 -0.31 0.513
O -1.717592 1.703591 3.765999 -0.21 -0.43 0.42 -0.401
O 0.718105 1.942112 -3.684880 -0.27 0.03 -0.18 -0.436
N 1.393022 2.400127 -0.994679 0.06 -1.22 -0.42 0.850
N 0.447546 -8.347294 0.611629 0.08 -0.22 0.15 -0.752
N -4.308876 -5.997244 2.618673 0.61 0.66 0.08 -0.656
N -2.452470 3.755690 -3.717115 0.78 -0.33 -0.40 -0.210
N 6.219803 -1.486214 0.101923 0.77 -0.67 0.38 -0.782
N -2.921596 3.640312 0.877077 0.75 0.48 0.34 -0.645
C -3.459738 5.659912 -4.969024 0.27 -0.19 -1.16 -0.724
C 0.443368 -8.023908 -0.827588 -1.29 0.31 0.56 0.280
C 2.157370 1.169650 0.927474 0.80 -0.69 0.44 -0.188
C -6.120708 -4.607103 3.479748 0.09 1.59 0.23 -1.275
C 0.582866 -6.506722 -0.974249 0.26 -0.21 0.34 -0.502
C -2.210988 5.060850 -4.345361 -1.08 0.59 1.63 -0.411
C 4.545340 -3.307126 0.549532 0.79 0.13 -0.94 -1.343
C -0.739081 -1.841303 -0.029975 0.65 0.17 -0.80 -1.259
C 4.955387 2.111011 -1.703924 1.16 0.46 -0.97 -0.460
C 4.802963 -1.842684 0.229338 -0.80 1.57 0.52 2.070
C -4.239951 2.704442 2.659132 0.68 -0.59 0.64 -1.592
C 3.310011 0.597893 4.128748 -0.04 1.32 1.18 -0.643
C 0.223038 0.281093 -0.505539 -0.11 1.49 1.55 -0.685
C 1.555175 1.028686 -0.456980 0.44 0.30 0.03 1.740
C 2.337931 -3.027225 1.354566 -1.21 -0.22 0.46 -0.449
C 4.068511 -1.387445 -1.028166 -0.06 -0.69 0.54 -0.348
C 1.978977 1.852033 -4.316291 0.20 0.10 0.45 -0.749
C -0.878826 -8.495174 -1.443962 -0.01 0.92 -1.20 -1.299
C -3.623749 -1.294850 2.437971 0.08 -0.06 -0.38 0.202
C -4.116634 3.828027 -6.345666 0.99 -0.90 0.04 -0.505
C -1.753050 2.198202 2.440533 0.36 0.45 0.42 0.844
C -1.250428 3.183812 -3.110201 0.06 -0.63 0.09 0.039
C 1.152088 -4.855192 -2.516946 -0.28 1.03 -0.11 -0.376
C -5.031349 -4.720136 2.413817 -1.15 -0.74 0.60 0.190
C -4.028603 -3.586497 2.559215 0.27 0.14 0.45 -0.409
C -0.124161 3.004410 -4.117855 0.02 -0.06 -0.47 -0.805
C -0.909447 2.385252 4.709660 -0.07 -0.03 -0.40 -0.694
C 1.697553 5.991881 -1.711581 -0.16 -0.17 0.53 -0.015
C -2.850702 3.249293 2.305008 -1.06 -0.34 -1.24 0.530
C 0.185968 -0.812569 3.088035 -0.49 0.68 -0.06 1.016
C 0.865441 4.859541 1.588965 0.98 -0.38 -1.36 -0.574
H 0.240642 -4.298603 -2.254849 0.01 0.12 -0.13 0.176
H -0.330271 0.453108 -1.434377 0.46 -0.84 -0.52 0.611
H -1.500948 2.177734 -2.760542 -0.10 -0.03 -0.10 0.093
H 4.627304 -0.388760 3.123014 0.01 -0.04 -0.01 0.215
H -1.883704 1.341058 1.777830 -0.51 0.06 0.01 -0.108
H 2.501272 1.055828 -3.784530 0.04 -0.12 -0.21 0.097
H -1.086717 -7.889670 -2.335981 0.19 -0.24 -0.17 0.322
H 1.207357 2.205641 -1.997471 -0.10 0.91 0.64 -0.235
H 2.518886 0.423417 4.859531 -0.19 -0.62 -0.36 0.262
H 0.720759 4.271498 2.498152 -0.49 0.63 0.37 0.121
H -0.302561 -7.825284 1.061874 0.16 0.30 -0.09 0.259
H 4.031730 1.151529 4.745340 0.42 -0.26 -0.22 0.446
H 6.777587 -1.975885 0.802593 -0.10 -0.25 -0.22 0.299
H 1.353891 -3.494252 1.252902 0.13 -0.24 -0.08 0.137
H 1.328396 -6.159081 -0.248050 0.31 0.03 -0.26 0.308
H 4.860950 3.966964 -2.209696 -0.21 0.23 -0.01 0.334
H -3.250902 6.715923 -5.144682 -0.20 0.09 0.27 0.331
H 2.221871 5.198016 -1.174425 0.36 0.05 -0.17 -0.033
H -4.863300 3.522279 -5.609501 -0.30 0.26 -0.07 0.285
H 4.418307 -1.261646 1.083567 -0.41 -0.15 -0.12 -0.913
H -0.731738 -2.336347 -1.004639 -0.61 -0.03 -0.03 0.152
H 1.708659 1.922989 1.579187 -0.47 -0.11 -0.16 0.039
H -5.541588 -4.666401 1.448645 0.45 -0.22 -0.24 0.282
H -1.175685 3.442372 4.781413 0.03 0.01 0.05 0.351
H -1.104361 0.087087 4.199941 -0.06 -0.21 -0.19 0.462
H 4.218949 -0.323527 -1.208072 0.19 -0.30 -0.20 -0.655
H 0.097173 -9.297009 0.714140 0.36 -0.12 -0.04 0.287
H 0.868656 -1.658631 3.084444 -0.21 -0.20 0.35 0.081
H -3.096489 -1.196329 3.390912 0.15 -0.37 0.00 0.385
H -4.438688 1.751162 2.167908 0.06 0.20 -0.45 0.272
H 0.403679 3.556009 0.222648 -0.17 0.32 -0.59 0.093
H 1.395569 -4.654398 -3.560589 -0.24 -0.37 -0.10 0.357
H 2.560624 2.765882 -4.155668 -0.06 0.11 -0.16 0.256
H 2.998695 -1.557747 -0.895816 0.03 -0.05 -0.18 0.112
H 3.206012 1.475887 0.840340 0.02 0.22 -0.22 0.232
H -3.859922 -5.837913 3.522111 0.33 -0.31 -0.17 0.286
H 4.442687 -2.019373 -1.835287 -0.08 0.33 -0.32 0.535
H 4.823096 1.505500 -2.604527 -0.36 -0.22 0.18 0.241
H 2.115817 -1.975385 1.147682 0.68 -0.06 -0.17 -0.142
H 0.918821 5.491954 -2.286042 -0.06 0.19 -0.13 -0.113
H -1.726398 -8.245956 -0.803159 0.12 -0.35 0.33 0.325
H -4.075835 -0.324605 2.245857 -0.33 -0.17 -0.13 -0.232
H -6.642944 -3.656429 3.316239 -0.12 -0.13 0.16 0.308
H 2.762143 7.580967 -2.146723 -0.01 -0.01 0.09 0.322
H 2.331956 2.795473 -0.956225 -0.21 0.29 -0.18 -0.168
H -0.414985 0.829387 0.211049 -0.10 -0.09 0.12 -0.633
H 0.809401 5.945654 1.601221 -0.45 -0.04 0.85 0.353
H -0.912481 3.692833 -2.198284 0.16 0.38 -0.18 -0.097
H -3.250909 3.182924 -6.153853 0.05 0.12 0.25 0.094
H -3.202734 -3.713554 1.849306 0.00 -0.08 -0.07 0.177
H 2.316327 0.481756 -1.035779 -0.48 -0.03 -0.09 -0.721
H -2.652686 4.133561 2.919197 0.25 -0.16 0.30 0.312
H 4.757391 1.529207 -0.808455 -0.52 0.37 0.09 -0.085
H 2.932381 1.346767 3.424386 -0.01 -0.39 -0.35 0.138
H -1.632343 -1.235516 0.131530 -0.06 -0.12 -0.14 0.523
H -4.395527 3.540130 -7.358055 -0.47 0.57 -0.05 0.269
H 5.034332 -3.888340 -0.237089 0.20 -0.18 0.21 0.336
H -4.284045 2.437604 3.717906 -0.20 0.43 0.07 0.297
H -2.048168 4.141991 0.705074 0.04 -0.20 -0.42 0.197
H 5.026220 -3.505021 1.514379 -0.28 -0.37 0.18 0.351
H 6.364304 -0.519987 0.374415 -0.24 0.14 -0.30 0.279
H 1.967553 -4.384323 -1.952715 0.06 -0.55 0.40 0.082
H -0.452826 -0.863740 2.199413 0.30 0.04 0.01 -0.255
H 1.921095 4.676139 1.334928 0.02 -0.07 -0.08 0.226
H 0.452712 3.918654 -4.289890 0.19 0.04 0.28 0.395
H -1.085812 1.881643 5.657990 0.07 0.16 0.08 0.308
H -0.888239 -9.533652 -1.771210 -0.04 -0.11 0.34 0.345
H 0.146935 2.277097 4.437784 0.05 0.13 0.05 0.106
H 2.244775 0.214967 1.458254 -0.36 0.13 -0.06 -0.284
H -2.937818 -1.526043 1.615389 0.30 0.31 0.30 -0.097
H -2.002466 5.769977 -3.526226 0.55 0.21 -0.17 0.294
H 1.297397 -8.486553 -1.319772 0.06 -0.03 0.07 0.319
H -0.336084 -5.961514 -0.710370 -0.27 -0.26 -0.02 0.249
H -5.617596 -4.505885 4.447443 -0.16 -0.15 0.11 0.303
H -4.345380 5.545125 -4.335005 0.08 -0.01 0.22 0.394
H -5.005736 3.422620 2.375775 -0.10 0.01 0.19 0.469
H 1.231929 6.602877 -0.936138 -0.18 0.09 -0.17 0.338
H -3.631292 4.361325 0.783182 -0.17 -0.16 0.00 0.311
H -0.544814 2.741330 -5.094161 -0.18 -0.06 -0.03 0.391
H 6.027001 2.335454 -1.700706 0.04 -0.13 0.24 0.523
H 1.925845 1.617334 -5.380963 -0.17 0.02 -0.03 0.393
H -0.668151 -2.618622 0.729298 0.13 0.19 0.16 0.172
H -3.613954 -3.620556 3.578943 0.24 -0.34 -0.04 0.255
H -1.384209 5.100343 -5.049806 -0.02 -0.41 -0.06 0.354
H -6.872450 -5.390172 3.548388 0.23 -0.29 -0.36 0.386
H 0.809155 0.086518 3.037400 -0.06 -0.05 -0.19 -0.369
H -4.944863 -6.756295 2.833294 -0.31 0.10 -0.34 0.274
H -0.766142 2.595544 2.174295 -0.06 0.24 0.00 -0.697
H -3.104481 3.854571 -2.948489 -0.27 0.22 -0.24 0.288
H 2.603812 -3.149486 2.408141 0.43 0.05 -0.01 0.478
```
Positions in Å, forces in eV/Å.

## Properties
HOMO = -8.752 eV
Gap between HOMO and LUMO = 8.97 eV
LUMO = 0.2 eV
Strongest force on any atom = 0.0418 Eh/bohr
SMILES = COC[C@H](C)N.COC[C@H](C)N.COC[C@H](C)N.COC[C@H](C)N.COC[C@H](C)N.COCCNCCOC.CO.CO.CO.CO.CO

No. 2
ORCA calculation (ωB97M-V with the def2-TZVPD basis set) on the molecule C5H7N.

Geometry as XYZ:
```
13
Properties=species:S:1:pos:R:3:forces:R:3:mulliken_charge:R:1
N 2.886401 0.266628 -0.642388 0.46 0.48 0.32 -0.494
C 2.827260 -0.281872 0.481842 1.18 -1.76 -0.35 -0.429
C 1.622668 0.410984 0.165362 -2.62 1.16 1.41 0.416
C -2.421416 -0.127038 -0.178211 -0.20 -2.86 -2.37 -1.033
C -1.066325 0.421103 -0.013016 6.94 -0.96 -2.23 -0.065
C 0.371949 -0.271850 -0.331045 -6.05 3.70 2.32 -0.418
H -1.050520 1.565828 0.065955 0.44 -1.82 0.47 0.261
H 3.436525 -1.022080 1.040841 -0.51 0.72 -0.29 0.295
H 0.441978 -1.281385 -0.727499 -0.25 0.04 0.19 0.350
H -3.010881 0.045351 0.675623 -0.79 0.43 1.19 0.316
H 1.409124 1.304231 0.868744 0.35 -0.92 -1.81 0.283
H -2.444318 -1.272154 -0.334431 0.31 1.65 0.34 0.259
H -3.002445 0.242251 -1.071777 0.74 0.12 0.82 0.259
```
Positions in Å, forces in eV/Å.

## Properties
HOMO = -8.147 eV
Gap between HOMO and LUMO = 8.59 eV
Energy above the lowest of the compared OMol25 structures with the same formula, charge and spin = 471.0 kJ/mol
LUMO = 0.4 eV
Strongest force on any atom = 0.1451 Eh/bohr
SMILES = C/C=C/[C@H]1C=N1

No. 3
ORCA calculation (ωB97M-V with the def2-TZVPD basis set) on the molecule C6H13NO4S.

Geometry as XYZ:
```
25
Properties=species:S:1:pos:R:3:forces:R:3:mulliken_charge:R:1
S -0.960733 0.374824 -3.117232 -0.40 -2.67 1.55 1.150
O -1.848015 -0.765836 -2.914012 0.02 0.83 -1.22 -0.634
O 1.872330 -0.591489 2.654142 1.97 1.64 -1.15 -0.365
O -1.867920 1.687965 -2.955140 -0.11 -0.05 -0.96 -0.447
O -0.113358 0.351358 -4.290395 -0.72 0.91 1.30 -0.580
N -0.473763 -0.084974 1.014225 -1.99 2.46 -2.26 -0.112
C -1.187050 0.165327 -0.305387 3.04 -0.40 -0.29 -1.026
C 1.840689 0.247621 1.542746 0.78 2.22 -3.26 -0.055
C 0.709721 -1.294754 2.522271 1.18 -4.69 2.73 -0.639
C 0.451609 1.027379 1.375015 2.23 -0.29 -1.23 -0.674
C 0.204220 -1.361763 1.197026 -4.55 0.05 -2.56 -0.453
C -0.124077 0.263071 -1.476111 1.79 3.08 -1.73 -0.471
H -1.696087 1.136445 -0.404404 0.05 -0.43 0.84 0.361
H 0.662524 -0.449023 -1.876819 -1.01 -0.02 1.48 0.288
H 0.056152 -0.889121 3.255223 -1.36 -0.14 0.38 0.329
H 0.607209 1.974834 0.699175 -0.39 -2.27 0.26 0.244
H -1.820205 -0.620318 -0.632529 -0.86 -0.82 0.53 0.587
H -0.605017 -2.134977 1.196173 0.78 0.38 -0.40 0.438
H 0.152317 1.534910 2.239611 -0.60 0.29 1.84 0.374
H 0.950507 -1.470035 0.404226 -0.75 -1.87 0.24 0.342
H 0.933041 -2.398102 2.705352 -0.13 1.18 0.81 0.328
H -2.665741 1.553001 -3.524009 0.61 0.16 0.51 0.379
H 1.724857 -0.475687 0.477862 2.39 3.37 2.94 -0.040
H 2.728205 0.973915 1.513599 -1.18 -1.38 0.15 0.376
H 0.468584 1.245429 -1.300608 -0.80 -1.54 -0.49 0.300
```
Positions in Å, forces in eV/Å.

## Properties
HOMO = -8.815 eV
Gap between HOMO and LUMO = 9.21 eV
Energy above the lowest of the compared OMol25 structures with the same formula, charge and spin = 425.1 kJ/mol
LUMO = 0.4 eV
Strongest force on any atom = 0.1081 Eh/bohr
SMILES = O=S(=O)(O)CCN1CCOCC1